Formula: C7H23BrCuN7O4
Source: the Open Molecules 2025 dataset
Level of theory: the ωB97M-V functional and the def2-TZVPD basis

Results
gap between HOMO and LUMO (alpha / beta)	7.283 / 2.609	eV
2S+1	2
charge	+1

Cartesian coordinates (Å):
1 Cu 1.126 3.438 -2.839
2 Br 1.529 1.088 -1.305
3 C 4.345 0.482 1.831
4 O 5.168 -0.054 2.525
5 N 4.394 0.743 0.593
6 N 3.261 0.944 2.276
7 H 5.220 0.545 0.047
8 H 3.573 1.210 0.235
9 H 2.954 0.793 3.226
10 H 2.539 1.211 1.621
11 C -2.064 2.023 -3.093
12 O -0.967 2.477 -3.381
13 N -2.270 1.390 -1.981
14 N -3.069 2.148 -3.859
15 H -1.421 1.304 -1.441
16 H -3.189 1.344 -1.564
17 H -3.924 1.610 -3.872
18 H -3.003 2.788 -4.638
19 C 1.488 -3.073 -1.907
20 O 1.663 -4.239 -2.057
21 N 2.405 -2.335 -1.385
22 N 0.482 -2.322 -2.322
23 H 2.135 -1.367 -1.491
24 H 3.028 -2.773 -0.723
25 H 0.356 -1.377 -1.990
26 H -0.371 -2.726 -2.683
27 C -2.074 0.641 3.226
28 C -1.045 0.244 2.131
29 C -1.656 -0.115 0.733
30 O -2.605 -1.151 0.764
31 C -2.120 -2.483 1.118
32 N -0.161 1.399 1.936
33 H -2.980 1.026 2.757
34 H -1.803 1.361 3.998
35 H -2.499 -0.276 3.634
36 H -0.454 -0.622 2.431
37 H -0.885 -0.297 -0.016
38 H -2.079 0.776 0.269
39 H -1.682 -2.499 2.116
40 H -1.348 -2.790 0.412
41 H -2.825 -3.314 1.126
42 H 0.191 1.385 0.989
43 H 0.637 1.445 2.553

---

Formula: C10H18B2Cl3FN2O4P
Source: the Open Molecules 2025 dataset
Level of theory: the ωB97M-V functional and the def2-TZVPD basis

Results
gap between HOMO and LUMO	8.162	eV
charge	+1

Cartesian coordinates (Å):
1 C 1.947 1.276 2.835
2 C 1.334 2.658 2.724
3 O 1.425 3.205 1.393
4 B 0.397 3.249 0.519
5 O 0.005 4.366 -0.141
6 C -0.348 1.876 0.115
7 N 0.399 0.803 0.010
8 N -0.134 -0.360 -0.351
9 B 0.967 -1.435 -0.399
10 O 1.403 -1.988 0.751
11 O 1.446 -1.652 -1.633
12 C -1.435 -0.561 -0.612
13 P -2.244 -2.180 -1.090
14 C -1.324 -2.703 -2.595
15 C -1.663 -3.281 0.262
16 C -1.843 -2.649 1.648
17 C -2.275 0.540 -0.513
18 C -1.725 1.745 -0.165
19 F -2.500 2.825 -0.066
20 H 2.874 1.231 2.264
21 H 2.171 1.064 3.881
22 H 1.263 0.498 2.491
23 H 1.880 3.358 3.353
24 H 0.294 2.651 3.057
25 H -0.260 5.120 0.395
26 H 1.658 -1.365 1.443
27 H 1.892 -2.502 -1.742
28 H -0.722 -3.592 -2.415
29 H -0.688 -1.903 -2.969
30 H -2.070 -2.908 -3.360
31 H -0.638 -3.627 0.108
32 H -2.296 -4.166 0.169
33 H -2.643 -1.904 1.651
34 H -0.926 -2.156 1.969
35 H -2.095 -3.405 2.388
36 H -3.330 0.431 -0.721
37 C 1.941 1.413 -2.865
38 Cl 0.710 2.674 -2.702
39 Cl 1.924 0.703 -4.477
40 Cl 3.534 2.021 -2.443
41 H 1.694 0.628 -2.169

---

Formula: C7H15NO
Source: the Open Molecules 2025 dataset
Level of theory: the ωB97M-V functional and the def2-TZVPD basis

Results
gap between HOMO and LUMO	9.564	eV
SMILES	CC=C(C)C.CC(N)=O
charge	0

Cartesian coordinates (Å):
1 C -0.889 1.750 2.893
2 C 0.258 0.809 2.651
3 C 1.234 0.908 1.732
4 C 2.311 -0.143 1.637
5 C 1.371 2.024 0.731
6 H -0.871 2.607 2.199
7 H -0.840 2.132 3.926
8 H -1.842 1.210 2.762
9 H 0.293 -0.066 3.313
10 H 2.299 -0.607 0.637
11 H 3.301 0.314 1.802
12 H 2.158 -0.932 2.393
13 H 1.337 1.604 -0.289
14 H 0.572 2.778 0.827
15 H 2.344 2.523 0.873
16 C -1.732 -2.283 -4.108
17 C -0.856 -1.695 -3.023
18 N -1.495 -1.459 -1.838
19 O 0.331 -1.445 -3.181
20 H -1.128 -2.436 -5.018
21 H -2.568 -1.606 -4.349
22 H -2.147 -3.256 -3.794
23 H -2.488 -1.670 -1.709
24 H -0.952 -1.062 -1.068

---

Formula: C4H10O2S
Source: the Open Molecules 2025 dataset
Level of theory: the ωB97M-V functional and the def2-TZVPD basis

Results
gap between HOMO and LUMO (alpha / beta)	1.994 / 9.355	eV
2S+1	2
charge	-1

Cartesian coordinates (Å):
1 O 0.923 2.071 -2.919
2 C 1.090 1.238 -2.045
3 C 0.539 1.346 -0.668
4 C -0.376 0.123 -0.363
5 C 0.451 -1.086 0.029
6 S -0.428 -2.673 -0.095
7 H 1.648 0.323 -2.308
8 H -0.050 2.258 -0.596
9 H 1.376 1.346 0.033
10 H -1.039 0.396 0.456
11 H -0.875 -0.148 -1.292
12 H 0.752 -1.036 1.079
13 H 1.358 -1.170 -0.576
14 H -1.390 -2.364 0.788
15 H -1.127 2.547 4.767
16 H -1.494 1.168 5.278
17 O -1.435 1.679 4.449

---

Formula: C42H41Cl5N6O9S4Sc
Source: the Open Molecules 2025 dataset
Level of theory: the ωB97M-V functional and the def2-TZVPD basis

Results
gap between HOMO and LUMO	8.547	eV
charge	+1

Cartesian coordinates (Å):
1 Sc -0.157 0.393 -0.223
2 Cl 2.772 -0.218 0.083
3 C 2.696 1.365 -0.683
4 C 1.444 1.948 -0.780
5 C 1.428 3.176 -1.419
6 Cl -0.106 4.011 -1.627
7 C 2.568 3.796 -1.929
8 Cl 2.474 5.315 -2.728
9 C 3.805 3.162 -1.795
10 Cl 5.226 3.896 -2.412
11 C 3.877 1.923 -1.160
12 Cl 5.383 1.118 -0.982
13 O 0.318 0.498 1.786
14 S 0.448 -0.149 3.166
15 C -1.201 0.168 3.847
16 C -1.547 1.647 3.712
17 C -3.031 1.980 3.566
18 C -3.665 1.677 2.213
19 S -2.982 2.424 0.698
20 O -1.732 1.646 0.288
21 C -2.401 3.982 1.315
22 C -3.358 4.957 1.566
23 C -2.945 6.184 2.059
24 C -1.593 6.426 2.273
25 C -0.651 5.448 1.993
26 C -1.049 4.210 1.509
27 C 1.379 1.059 4.074
28 C 1.840 2.198 3.436
29 C 2.585 3.112 4.170
30 C 2.850 2.880 5.512
31 C 2.391 1.722 6.130
32 C 1.660 0.793 5.408
33 H -1.184 -0.180 4.881
34 H -1.851 -0.509 3.286
35 H -1.016 2.043 2.848
36 H -1.153 2.181 4.578
37 H -3.163 3.040 3.789
38 H -3.628 1.437 4.305
39 H -4.703 2.020 2.188
40 H -3.695 0.614 1.984
41 H -4.408 4.769 1.377
42 H -3.675 6.954 2.263
43 H -1.274 7.389 2.646
44 H 0.402 5.648 2.141
45 H -0.325 3.443 1.270
46 H 1.641 2.347 2.383
47 H 2.969 4.001 3.688
48 H 3.431 3.595 6.077
49 H 2.621 1.534 7.169
50 H 1.332 -0.128 5.873
51 C -2.854 -7.447 0.914
52 C -3.236 -6.806 -0.417
53 S -3.884 -5.189 -0.106
54 O -5.095 -5.306 0.666
55 O -2.810 -4.346 0.363
56 C -4.358 -4.578 -1.710
57 C -5.158 -3.298 -1.534
58 N -4.305 -2.228 -1.033
59 C -3.407 -1.517 -1.772
60 N -2.610 -0.797 -1.003
61 C -2.966 -1.087 0.278
62 C -4.006 -1.946 0.279
63 N -4.793 -2.300 1.423
64 O -5.891 -2.776 1.238
65 O -4.317 -2.008 2.503
66 C -3.356 -1.553 -3.257
67 H -2.379 -8.408 0.727
68 H -3.736 -7.607 1.531
69 H -2.158 -6.816 1.463
70 H -4.017 -7.363 -0.936
71 H -2.373 -6.673 -1.072
72 H -4.976 -5.336 -2.191
73 H -3.443 -4.426 -2.282
74 H -5.966 -3.445 -0.822
75 H -5.588 -2.989 -2.486
76 H -2.452 -0.706 1.141
77 H -4.347 -1.432 -3.696
78 H -2.937 -2.490 -3.625
79 H -2.726 -0.734 -3.592
80 N -1.595 1.575 -3.180
81 C -0.534 0.778 -3.527
82 C -0.156 0.668 -4.874
83 C 0.865 -0.183 -5.213
84 C 1.495 -0.929 -4.215
85 C 1.069 -0.760 -2.923
86 N 0.081 0.085 -2.563
87 H -1.799 2.340 -3.804
88 H -1.706 1.809 -2.203
89 H -0.673 1.255 -5.621
90 H 1.174 -0.272 -6.246
91 H 2.302 -1.612 -4.435
92 H 1.535 -1.307 -2.116
93 O 1.896 -4.388 2.601
94 S 0.570 -4.363 2.062
95 O -0.512 -4.944 2.793
96 N 0.192 -2.801 1.653
97 C 0.126 -2.667 0.372
98 O -0.099 -1.540 -0.209
99 C 0.312 -3.903 -0.437
100 C 0.222 -4.075 -1.806
101 C 0.433 -5.352 -2.314
102 C 0.721 -6.419 -1.466
103 C 0.799 -6.242 -0.088
104 C 0.586 -4.969 0.395
105 H -0.007 -3.237 -2.452
106 H 0.385 -5.522 -3.382
107 H 0.894 -7.401 -1.885
108 H 1.018 -7.068 0.574

---

Formula: C12H44AsF6O10
Source: the Open Molecules 2025 dataset
Level of theory: the ωB97M-V functional and the def2-TZVPD basis

Results
gap between HOMO and LUMO	10.626	eV
charge	-1

Cartesian coordinates (Å):
1 As 0.413 0.993 -1.203
2 F 1.576 1.186 0.118
3 F -0.626 -0.117 -0.218
4 F -0.778 0.780 -2.586
5 F 1.383 2.001 -2.319
6 F 1.384 -0.436 -1.736
7 F -0.401 2.415 -0.538
8 O -6.169 2.190 0.178
9 H -5.299 2.217 -0.220
10 H -6.236 3.010 0.668
11 O 3.424 7.010 -3.899
12 H 3.651 6.899 -2.976
13 H 3.192 6.130 -4.197
14 O -1.184 -5.647 1.013
15 H -0.515 -5.965 0.407
16 H -0.994 -4.715 1.113
17 O 5.826 -2.020 0.506
18 H 5.208 -1.322 0.288
19 H 5.273 -2.766 0.740
20 O 2.726 -6.819 -1.869
21 H 3.263 -7.354 -2.454
22 H 2.758 -5.941 -2.250
23 O 0.538 2.234 -8.054
24 H 0.203 2.120 -7.164
25 H -0.185 2.640 -8.532
26 C -9.787 -4.737 3.452
27 C -8.212 -4.770 3.410
28 C -7.535 -4.076 2.163
29 O -7.719 -4.035 4.493
30 H -10.147 -5.573 2.852
31 H -10.199 -3.768 3.170
32 H -10.095 -4.958 4.474
33 H -7.937 -5.822 3.470
34 H -6.467 -4.035 2.379
35 H -7.812 -3.023 2.117
36 H -7.605 -4.639 1.233
37 H -6.887 -4.428 4.766
38 C -0.602 5.410 5.903
39 C -0.053 6.173 4.752
40 C 1.323 5.701 4.482
41 O -0.807 6.088 3.579
42 H -1.589 5.837 6.080
43 H -0.045 5.480 6.837
44 H -0.675 4.338 5.721
45 H -0.044 7.210 5.089
46 H 1.503 5.968 3.441
47 H 1.363 4.612 4.493
48 H 1.896 6.300 5.190
49 H -0.403 5.434 3.004
50 C -1.448 -4.448 -6.221
51 C -2.415 -5.201 -7.193
52 C -3.904 -5.179 -6.809
53 O -2.285 -4.510 -8.424
54 H -1.674 -3.412 -5.971
55 H -0.431 -4.556 -6.599
56 H -1.462 -4.966 -5.263
57 H -1.988 -6.198 -7.303
58 H -4.453 -5.839 -7.480
59 H -4.414 -4.215 -6.800
60 H -4.057 -5.622 -5.825
61 H -1.565 -3.913 -8.210
62 C 9.955 2.669 2.145
63 C 9.503 4.112 2.431
64 C 7.963 4.354 2.579
65 O 10.182 4.595 3.581
66 H 9.479 2.050 2.905
67 H 11.012 2.517 1.926
68 H 9.388 2.334 1.276
69 H 10.031 4.806 1.777
70 H 7.721 5.348 2.954
71 H 7.405 3.664 3.212
72 H 7.347 4.274 1.683
73 H 10.216 3.926 4.269